# 1
{
  "formula": "C4H10Cl2NP",
  "method": "ωB97M-V with the def2-TZVPD basis set",
  "symbols": ["C", "C", "C", "C", "N", "P", "Cl", "Cl", "H", "H", "H", "H", "H", "H", "H", "H", "H", "H"],
  "xyz": [[1.6344, -1.0636, -0.9308], [-0.2766, -1.8595, 0.4414], [-2.1400, 2.0360, -0.2744], [0.9293, -0.8550, 0.3352], [-1.0943, 0.9944, -0.2606], [0.1780, 0.8233, 0.5122], [2.2401, 2.3974, -0.4027], [0.1397, 1.5023, 2.3522], [1.1008, -0.7074, -1.7493], [2.6162, -0.5308, -0.9996], [1.8101, -2.1648, -1.0589], [-0.8441, -1.9377, -0.3924], [-0.8361, -1.6611, 1.3693], [0.1156, -2.8648, 0.5518], [-3.1050, 1.4767, -0.2363], [-1.8580, 2.6414, -1.1253], [-2.1759, 2.7643, 0.6358], [1.5659, -0.9910, 1.2324]],
  "forces_ev_per_a": [[3.08, -0.84, -0.30], [2.28, 0.30, 3.38], [0.48, -0.11, 1.89], [-1.54, -0.28, 1.77], [-0.95, 0.56, -0.06], [1.84, 0.57, -1.45], [-1.64, -1.38, 0.84], [0.37, 0.18, 0.93], [-1.24, 0.45, -1.50], [-0.73, -0.49, 0.30], [-0.08, 0.95, 0.04], [-2.01, 0.56, -2.55], [-0.21, -0.06, -0.57], [0.51, -0.17, 0.25], [0.58, 0.84, -0.78], [-0.98, 0.14, -0.46], [0.45, -1.40, -1.23], [-0.20, 0.19, -0.51]],
  "de_lowest_kj_mol": 170.6,
  "gap_ev": 8.7,
  "multiplicity": 1
}

***

# 2
{
  "formula": "C4H10ClMg2O2",
  "method": "ωB97M-V with the def2-TZVPD basis set",
  "symbols": ["Mg", "Mg", "Cl", "C", "O", "C", "C", "O", "C", "H", "H", "H", "H", "H", "H", "H", "H", "H", "H"],
  "xyz": [[-5.8903, -20.0620, -2.6547], [-4.9851, -17.5668, -6.2194], [-5.7163, -19.7944, -5.0089], [-4.0589, -22.4439, -3.4956], [-4.3429, -21.2364, -2.8043], [-3.3352, -20.9707, -1.7844], [-4.0560, -20.9889, -0.4224], [-5.4481, -20.5855, -0.6982], [-6.2299, -20.8620, 0.4337], [-4.1858, -23.2741, -2.8007], [-3.0474, -22.4338, -3.9014], [-4.7742, -22.7243, -4.2688], [-2.8837, -20.0269, -2.0903], [-2.4616, -21.6145, -1.8858], [-3.7019, -20.2843, 0.3301], [-4.0681, -21.9089, 0.1619], [-6.0873, -21.9316, 0.5874], [-7.2503, -20.6690, 0.1025], [-6.0456, -20.3262, 1.3649]],
  "forces_ev_per_a": [[0.41, -0.93, 1.16], [-0.54, -1.36, 0.37], [0.29, 2.07, -0.98], [0.01, -2.03, -0.32], [0.61, 0.15, -0.07], [0.08, 0.53, 0.26], [-0.11, 0.78, 0.00], [1.58, 1.00, -1.13], [-1.98, -1.09, 0.54], [0.44, -0.01, 0.23], [-0.13, 0.08, -0.02], [-0.15, 0.87, -0.22], [-0.35, 0.54, 0.56], [-0.48, -0.64, 0.28], [0.52, 0.37, -0.46], [-0.12, -0.57, -0.79], [-0.46, -0.02, 0.47], [-0.16, -0.13, 0.47], [0.53, 0.38, -0.37]],
  "de_lowest_kj_mol": 13.1,
  "gap_ev": 5.4,
  "multiplicity": 1,
  "total_charge": 3
}

***

Q: Number 1 is which compound?
A: C4H10Cl2NP